Computed, not measured: a cluster of 10 separate species, C24H43Cl12NO10 in total, with the ωB97M-V functional and the def2-TZVPD basis.

As for the lowest unoccupied orbital energy (spin up / spin down): 1.8 / 1.8 eV. The value obtained for the HOMO energy (spin up / spin down) is 0.17 / -8.27 eV. Its net charge is -1. The HOMO-LUMO gap (spin up / spin down) is 1.6 / 10.0 eV. Its expectation value of S² is 0.75. Its spin multiplicity is 2.

Positions of all 90 atoms, in Å:
C  -6.654  17.020  5.676
C  -5.958  15.757  6.268
O  -6.763  15.668  7.447
C  -7.153  16.896  7.828
O  -7.644  17.206  8.910
O  -6.818  17.730  6.843
H  -7.517  16.813  5.043
H  -5.995  17.595  5.025
H  -4.911  15.887  6.542
H  -6.103  14.840  5.696
C  -2.372  12.228  -2.231
C  -2.631  13.704  -2.440
O  -3.142  13.767  -3.733
C  -2.873  12.645  -4.400
O  -3.205  12.392  -5.548
O  -2.387  11.747  -3.533
H  -3.062  11.752  -1.534
H  -1.443  12.068  -1.683
H  -1.733  14.321  -2.405
H  -3.235  14.151  -1.651
C  -6.899  20.357  -1.966
C  -6.291  19.238  -2.711
O  -6.604  18.060  -2.048
C  -7.549  18.353  -1.060
O  -8.146  17.541  -0.376
O  -7.778  19.704  -1.063
H  -7.404  21.033  -2.657
H  -6.143  20.969  -1.473
H  -5.224  19.414  -2.575
H  -6.580  19.284  -3.761
C  -0.896  15.713  0.428
C  0.156  14.727  0.735
O  0.286  14.315  1.899
N  0.884  14.312  -0.295
C  1.996  13.392  -0.242
H  -1.884  15.373  0.738
H  -0.877  15.986  -0.627
H  -0.637  16.597  1.010
H  0.744  14.796  -1.171
H  2.815  13.480  -0.956
H  1.668  12.354  -0.301
H  2.451  13.462  0.746
Cl  -0.571  19.172  0.294
C  -1.565  20.610  0.283
C  -0.646  21.854  0.280
Cl  0.203  22.146  1.813
H  -2.239  20.583  1.139
H  -2.187  20.584  -0.612
H  -1.303  22.703  0.089
H  0.149  21.948  -0.459
Cl  -2.413  17.519  6.364
C  -1.738  16.661  4.915
C  -0.562  17.395  4.310
Cl  -1.189  18.903  3.658
H  -2.477  16.467  4.137
H  -1.408  15.699  5.305
H  -0.145  16.815  3.486
H  0.125  17.568  5.138
Cl  -3.499  17.053  -1.549
C  -3.992  17.684  0.036
C  -4.675  16.526  0.936
Cl  -4.784  17.209  2.553
H  -4.656  18.540  -0.085
H  -3.101  17.957  0.600
H  -4.129  15.588  1.037
H  -5.707  16.361  0.623
Cl  -7.531  22.898  0.742
C  -7.242  22.291  2.402
C  -6.679  20.849  2.333
Cl  -5.068  20.885  1.547
H  -8.259  22.269  2.793
H  -6.593  23.003  2.912
H  -7.394  20.342  1.686
H  -6.682  20.342  3.298
Cl  -4.083  12.933  0.788
C  -3.434  12.196  2.257
C  -2.010  11.527  2.072
Cl  -1.977  10.295  0.786
H  -4.200  11.455  2.485
H  -3.333  12.920  3.066
H  -1.665  11.039  2.984
H  -1.274  12.306  1.872
Cl  -9.122  12.500  1.592
C  -9.276  14.218  2.124
C  -7.893  14.931  1.965
Cl  -6.692  14.276  3.153
H  -9.605  14.257  3.162
H  -10.036  14.762  1.563
H  -8.024  15.979  2.234
H  -7.482  14.804  0.963

=====

Computed, not measured: a cluster of 15 separate species, C36H83Cl6O12S5 in total, with the ωB97M-V functional and the def2-TZVPD basis.

As for the lowest unoccupied orbital energy: 2.0 eV. The value obtained for the HOMO energy is -5.70 eV. Its net charge is -1. The HOMO-LUMO gap is 7.7 eV. Its spin multiplicity is 1.

Positions of all 142 atoms, in Å:
C  -1.058  -0.412  -1.411
C  -0.229  0.898  -1.490
O  -0.790  1.865  -2.252
H  -1.494  -0.656  -2.375
H  -1.861  -0.193  -0.642
H  -0.439  -1.194  -1.169
H  0.843  0.632  -1.855
H  -0.074  1.229  -0.432
C  -5.782  -0.442  1.655
S  -4.346  -0.470  2.832
O  -3.196  -0.165  1.952
C  -4.739  1.057  3.781
H  -5.731  -1.287  1.012
H  -5.618  0.391  0.953
H  -6.780  -0.322  2.147
H  -5.815  0.998  3.927
H  -4.536  1.868  3.144
H  -4.194  1.003  4.717
C  2.127  -5.084  3.364
S  3.060  -3.910  2.412
O  4.406  -4.510  2.152
C  2.227  -4.137  0.832
H  2.476  -5.078  4.396
H  2.265  -6.171  2.998
H  1.069  -4.820  3.350
H  1.141  -4.148  0.924
H  2.416  -5.161  0.493
H  2.564  -3.396  0.133
C  -4.281  -3.326  -1.816
S  -5.658  -2.293  -2.077
O  -6.346  -2.096  -0.814
C  -4.702  -0.830  -2.398
H  -4.658  -4.186  -1.279
H  -3.601  -2.779  -1.156
H  -3.810  -3.559  -2.744
H  -5.394  0.065  -2.633
H  -4.003  -0.963  -3.162
H  -4.178  -0.592  -1.451
C  4.232  4.234  1.188
S  4.635  2.472  1.267
O  5.792  2.401  2.259
C  3.177  2.030  2.150
H  3.733  4.557  0.311
H  5.288  4.726  1.129
H  3.704  4.595  2.119
H  2.411  2.511  1.562
H  3.161  2.645  3.101
H  2.958  0.987  2.363
C  -0.572  4.821  -1.963
S  1.155  4.967  -1.380
O  1.209  4.400  0.034
C  1.717  3.696  -2.455
H  -0.822  3.733  -1.982
H  -0.560  5.263  -2.971
H  -1.252  5.377  -1.321
H  0.913  2.988  -2.575
H  2.596  3.259  -1.943
H  1.981  4.135  -3.409
C  6.620  -1.924  3.180
C  6.343  -0.760  2.222
O  5.180  -0.442  2.014
C  7.467  -0.248  1.379
H  6.536  -1.498  4.170
H  7.613  -2.362  3.139
H  5.892  -2.700  3.041
H  7.490  -0.882  0.461
H  8.430  -0.232  1.866
H  7.309  0.755  1.158
C  -1.631  -4.914  1.249
C  -2.302  -6.025  0.545
O  -3.503  -6.157  0.465
C  -1.446  -7.055  -0.168
H  -0.800  -5.272  1.869
H  -2.336  -4.310  1.730
H  -1.066  -4.363  0.501
H  -0.345  -6.952  -0.097
H  -1.759  -7.108  -1.174
H  -1.711  -8.012  0.299
C  0.378  -0.748  2.295
C  0.734  -0.868  3.766
O  0.602  -1.890  4.414
C  0.947  0.501  4.441
H  -0.405  -1.481  2.058
H  1.189  -1.106  1.652
H  0.032  0.202  1.894
H  1.536  0.430  5.348
H  -0.084  0.680  4.795
H  1.259  1.287  3.769
C  3.516  -0.312  -1.105
C  4.057  -1.444  -2.021
O  3.786  -2.598  -1.889
C  5.060  -1.030  -3.102
H  2.869  -0.792  -0.369
H  2.801  0.443  -1.528
H  4.309  0.218  -0.505
H  5.878  -0.445  -2.669
H  4.611  -0.390  -3.808
H  5.547  -1.849  -3.597
C  -4.605  6.389  4.421
C  -4.494  7.823  4.046
O  -4.878  8.704  4.774
C  -3.752  8.163  2.807
H  -4.881  6.361  5.458
H  -3.655  5.868  4.297
H  -5.378  5.788  3.919
H  -2.705  8.323  3.064
H  -4.099  9.066  2.306
H  -3.757  7.281  2.138
C  1.819  -4.719  -2.873
C  0.299  -4.699  -2.651
O  -0.203  -4.562  -1.571
C  -0.482  -4.865  -3.946
H  2.078  -5.286  -3.764
H  2.187  -5.228  -1.935
H  2.250  -3.757  -2.867
H  -0.724  -3.869  -4.292
H  -1.477  -5.314  -3.741
H  0.185  -5.358  -4.660
Cl  -4.770  2.966  -4.302
C  -3.096  2.852  -3.675
C  -1.978  2.875  -4.685
Cl  -1.648  4.450  -5.405
H  -3.134  1.917  -3.085
H  -2.869  3.755  -3.067
H  -2.169  2.035  -5.386
H  -1.129  2.519  -4.053
Cl  -2.084  3.012  3.319
C  -1.603  2.486  1.621
C  -2.275  3.326  0.489
Cl  -4.036  3.125  0.323
H  -1.854  1.432  1.728
H  -0.587  2.685  1.497
H  -1.920  3.105  -0.491
H  -2.065  4.322  0.758
Cl  -1.012  -1.206  -5.184
C  0.166  0.123  -4.714
C  1.391  -0.635  -4.082
Cl  2.258  -1.795  -5.099
H  -0.316  0.764  -3.930
H  0.424  0.718  -5.560
H  1.098  -1.096  -3.166
H  2.139  0.185  -3.968

=====

Computed, not measured: an isolated molecule of C22H24N2O2, with the ωB97M-V functional and the def2-TZVPD basis.

As for the lowest unoccupied orbital energy: -0.1 eV. As for the energy above the lowest of the compared OMol25 structures with the same formula, charge and spin: 93.25 kcal per mole. The value obtained for the HOMO energy is -8.65 eV. The HOMO-LUMO gap is 8.6 eV. The SMILES is O=C(NC1CCCCC1)/C(=C/c1ccccc1)NC(=O)c1ccccc1. Its spin multiplicity is 1.

Positions of all 50 atoms, in Å:
O  -0.183  1.775  -0.147
O  2.539  -0.795  2.115
C  -0.846  0.758  -0.256
C  1.716  -0.294  1.344
C  -0.118  -0.584  2.919
C  0.195  -0.500  1.604
C  -4.025  0.026  -2.995
C  -3.958  -1.123  4.865
C  -3.285  -1.030  -2.365
C  -3.536  1.315  -2.729
C  -3.830  -0.296  3.839
C  -2.779  -1.869  5.168
C  -2.334  -0.854  -1.386
C  -2.581  1.504  -1.776
C  -2.597  -0.034  3.144
C  -1.569  -1.673  4.462
C  -1.942  0.496  -1.136
C  -1.442  -0.690  3.496
N  -0.665  -0.364  0.544
N  2.090  0.328  0.172
C  3.624  0.897  -3.297
C  2.896  -0.405  -2.875
C  3.436  1.973  -2.178
C  3.475  -0.832  -1.560
C  3.944  1.625  -0.918
C  3.435  0.201  -0.443
H  0.843  -0.630  3.466
H  -4.784  -0.126  -3.775
H  -4.926  -1.353  5.196
H  -3.630  -1.993  -2.677
H  -3.877  2.191  -3.229
H  -4.670  0.237  3.553
H  -2.786  -2.659  5.809
H  -2.070  -1.829  -0.867
H  -2.294  2.507  -1.711
H  -2.524  0.625  2.302
H  -0.747  -2.329  4.811
H  -1.289  -1.127  0.341
H  1.412  0.522  -0.454
H  3.222  1.232  -4.260
H  4.767  0.697  -3.281
H  3.154  -1.157  -3.588
H  1.815  -0.233  -2.919
H  3.721  3.000  -2.370
H  2.425  1.995  -2.104
H  3.076  -1.854  -1.285
H  4.557  -0.954  -1.701
H  5.025  1.668  -1.021
H  3.795  2.266  -0.073
H  4.127  -0.249  0.224

=====

Computed, not measured: a structure of composition C21H43BEuO2P2, with the ωB97M-V functional and the def2-TZVPD basis.

As for the lowest unoccupied orbital energy (spin up / spin down): 0.3 / 0.3 eV. The value obtained for the HOMO energy (spin up / spin down) is -5.28 / -5.25 eV. The HOMO-LUMO gap (spin up / spin down) is 5.6 / 5.5 eV. Its expectation value of S² is 15.77. Its spin multiplicity is 8.

Positions of all 70 atoms, in Å:
P  -0.188  1.456  -1.526
P  0.337  -1.140  0.504
C  1.240  0.279  -1.793
C  1.013  -1.139  -1.236
H  2.096  0.764  -1.295
H  1.446  0.261  -2.875
H  0.280  -1.679  -1.860
H  1.948  -1.721  -1.284
C  1.797  -1.018  1.604
H  1.452  -1.102  2.642
H  2.253  -0.026  1.486
H  2.561  -1.783  1.422
C  -0.396  -2.773  0.842
H  0.279  -3.613  0.642
H  -1.297  -2.886  0.227
H  -0.709  -2.805  1.894
C  0.457  3.146  -1.814
H  -0.394  3.844  -1.790
H  0.985  3.241  -2.772
H  1.144  3.400  -0.991
C  -1.313  1.158  -2.961
H  -1.766  0.160  -2.852
H  -0.770  1.221  -3.914
H  -2.116  1.914  -2.943
Eu  -1.587  0.898  0.986
C  3.630  -3.253  -3.303
C  4.391  -2.610  -2.391
C  5.520  -1.666  -2.674
C  5.536  -1.011  -4.073
C  4.300  -0.214  -4.392
C  3.154  -0.628  -4.922
C  2.823  -2.020  -5.387
C  3.685  -3.157  -4.797
C  -2.632  2.978  0.685
H  2.893  -3.983  -2.953
H  4.266  -2.855  -1.333
H  6.485  -2.183  -2.528
H  5.493  -0.862  -1.920
H  6.366  -0.282  -4.054
H  5.797  -1.752  -4.838
H  4.436  0.858  -4.174
H  2.374  0.111  -5.159
H  2.895  -2.073  -6.488
H  1.767  -2.228  -5.145
H  3.239  -4.097  -5.169
H  4.702  -3.119  -5.208
H  -3.632  2.649  1.013
H  -2.636  3.439  -0.303
H  -2.132  3.589  1.449
C  -4.399  -0.702  4.922
C  -4.223  0.592  4.114
C  -5.569  1.206  3.892
O  -3.640  0.229  2.842
B  -2.292  0.138  3.281
O  -1.898  1.058  4.179
C  -3.139  1.565  4.729
C  -3.298  3.012  4.283
C  -2.998  1.525  6.226
H  -5.093  -1.354  4.379
H  -4.834  -0.516  5.910
H  -3.467  -1.264  5.059
H  -6.242  0.464  3.457
H  -6.001  1.526  4.849
H  -5.532  2.066  3.224
H  -4.194  3.452  4.735
H  -2.434  3.583  4.641
H  -3.362  3.144  3.193
H  -2.745  0.523  6.577
H  -2.193  2.206  6.516
H  -3.921  1.859  6.712

=====

no.,largest force on an atom (Eh/bohr),E_tot (a.u.)
1,0.070,-7269.755117
2,0.065,-7076.272597
3,0.098,-1112.645235
4,0.079,-2394.181458